Record 1
{"formula": "C3H11N3O", "method": "the ωB97M-V functional and the def2-TZVPD basis", "gap_ev": 8.927, "total_charge": 0, "spin_multiplicity": 1, "homo_ev": -8.110, "elements": ["C", "N", "N", "N", "H", "H", "H", "H", "H", "H", "H", "C", "C", "O", "H", "H", "H", "H"], "coordinates": [[-0.255, 1.977, -0.638], [0.529, 0.249, -0.383], [1.017, -0.584, -1.421], [1.526, 0.411, 0.604], [1.913, -0.495, 0.864], [1.034, 0.774, 1.420], [0.230, -0.730, -2.051], [1.734, -0.072, -1.926], [0.724, 2.433, -0.755], [-0.809, 1.816, -1.556], [-0.832, 2.560, 0.070], [-0.745, -1.673, 1.186], [-0.985, -0.498, 0.257], [-1.473, 0.601, 0.750], [-1.508, -0.860, -0.657], [-0.195, -2.463, 0.667], [-0.203, -1.352, 2.075], [-1.702, -2.093, 1.495]]}

***

Record 2
{"formula": "C3H11N5", "method": "the ωB97M-V functional and the def2-TZVPD basis", "gap_ev": 8.829, "smiles": "[H]/N=N\\NC.C/N=C/N", "total_charge": 0, "spin_multiplicity": 1, "homo_ev": -7.918, "elements": ["H", "N", "N", "N", "C", "H", "H", "H", "H", "C", "N", "C", "N", "H", "H", "H", "H", "H", "H"], "coordinates": [[1.961, -1.249, -0.404], [1.633, -0.630, -1.162], [1.291, 0.538, -0.820], [1.600, 1.018, 0.365], [1.782, 0.197, 1.555], [1.222, 1.942, 0.506], [1.858, 0.858, 2.414], [2.700, -0.388, 1.476], [0.922, -0.468, 1.691], [-1.895, 0.937, 0.532], [-1.056, -0.051, -0.081], [-1.562, -0.855, -0.961], [-0.775, -1.610, -1.739], [-1.802, 0.866, 1.620], [-1.571, 1.941, 0.238], [-2.958, 0.816, 0.279], [-2.596, -0.698, -1.314], [0.398, -1.368, -1.538], [-1.150, -1.797, -2.657]]}

***

Record 3
{"formula": "C3H11N5", "method": "the ωB97M-V functional and the def2-TZVPD basis", "gap_ev": [6.741, 6.675], "total_charge": 0, "spin_multiplicity": 1, "homo_ev": [-6.317, -6.229], "elements": ["C", "C", "N", "N", "N", "H", "H", "H", "H", "H", "H", "H", "C", "N", "N", "H", "H", "H", "H"], "coordinates": [[1.141, 0.617, 1.445], [1.462, 0.880, -0.995], [0.571, 0.455, 0.092], [0.129, -1.235, -0.227], [0.032, -1.876, 0.843], [0.078, -2.868, 0.587], [1.985, -0.067, 1.522], [1.500, 1.636, 1.582], [2.470, 0.511, -0.813], [1.497, 1.967, -1.049], [1.065, 0.458, -1.915], [0.404, 0.333, 2.190], [-1.742, -1.039, -1.114], [-0.745, 1.132, -0.126], [-1.434, 1.078, 0.914], [-2.339, 1.495, 0.677], [-1.637, -1.996, -1.624], [-2.293, -1.179, -0.187], [-2.145, -0.301, -1.803]]}

***

Record 4
{"formula": "C3H11NO", "method": "the ωB97M-V functional and the def2-TZVPD basis", "gap_ev": [2.647, 9.090], "total_charge": -1, "spin_multiplicity": 2, "homo_ev": [1.215, -5.367], "elements": ["C", "C", "C", "N", "H", "H", "H", "H", "H", "H", "H", "H", "H", "H", "H", "O"], "coordinates": [[-1.067, -0.687, 1.158], [-0.069, -0.829, -0.018], [-0.822, -1.356, -1.270], [0.646, 0.357, -0.445], [-0.875, -1.489, 1.874], [-0.764, 0.223, 1.671], [-2.119, -0.699, 0.883], [0.697, -1.549, 0.276], [-0.178, -1.356, -2.144], [-1.142, -2.385, -1.082], [-1.668, -0.685, -1.318], [1.131, 0.834, 0.310], [0.052, 1.070, -0.855], [2.099, 3.117, 1.090], [2.388, 2.544, -0.359], [1.691, 2.890, 0.230]]}

***

Record 5
{"formula": "C3H11NO", "method": "the ωB97M-V functional and the def2-TZVPD basis", "gap_ev": 10.391, "smiles": "NCO.CC", "total_charge": 0, "spin_multiplicity": 1, "homo_ev": -9.444, "elements": ["N", "C", "O", "H", "H", "H", "H", "H", "C", "C", "H", "H", "H", "H", "H", "H"], "coordinates": [[1.164, 0.827, -1.541], [2.049, 0.176, -0.491], [3.003, 1.127, 0.136], [1.262, 1.843, -1.732], [1.185, 0.478, -2.541], [1.463, 0.097, 0.496], [2.285, -0.843, -0.884], [3.357, 1.511, -0.676], [-2.447, -1.236, 0.762], [-1.477, -0.094, 0.983], [-2.773, -1.697, 1.738], [-2.217, -1.938, -0.067], [-3.390, -0.804, 0.523], [-0.465, -0.578, 1.200], [-1.445, 0.605, 0.177], [-1.555, 0.525, 1.917]]}

***

Record 6
{"formula": "C3H11NO", "method": "the ωB97M-V functional and the def2-TZVPD basis", "gap_ev": 10.574, "smiles": "CCOC.N", "total_charge": 0, "spin_multiplicity": 1, "homo_ev": -9.574, "elements": ["C", "C", "O", "C", "H", "H", "H", "H", "H", "H", "H", "H", "N", "H", "H", "H"], "coordinates": [[0.242, 1.732, 1.257], [0.902, 0.720, 0.340], [-0.040, -0.064, -0.374], [-0.788, 0.633, -1.339], [0.972, 2.393, 1.733], [-0.416, 2.392, 0.697], [-0.340, 1.207, 1.995], [1.455, -0.013, 0.914], [1.605, 1.146, -0.382], [-0.211, 1.441, -1.783], [-1.744, 0.987, -0.931], [-0.984, -0.054, -2.164], [-0.133, -3.271, -0.223], [0.685, -3.393, 0.362], [-0.918, -3.558, 0.357], [-0.287, -2.299, -0.458]]}

***

Record 7
{"formula": "C3H11NO2", "method": "the ωB97M-V functional and the def2-TZVPD basis", "gap_ev": [6.457, 6.749], "total_charge": 0, "spin_multiplicity": 1, "homo_ev": [-6.141, -6.253], "elements": ["C", "C", "O", "O", "H", "H", "H", "H", "H", "H", "C", "N", "H", "H", "H", "H", "H"], "coordinates": [[1.363, 0.074, -0.195], [1.563, -1.416, -0.269], [1.178, 0.776, -1.245], [2.037, 0.682, 0.890], [-0.020, 1.515, -1.317], [2.508, 1.453, 0.544], [-0.192, 0.249, 0.503], [2.577, -1.677, -0.603], [1.421, -1.883, 0.707], [0.858, -1.849, -0.979], [-2.282, -0.171, 0.238], [-1.176, 0.755, 0.468], [-1.264, 1.328, 1.296], [-0.874, 1.398, -0.525], [-2.319, -0.968, 0.985], [-2.147, -0.632, -0.741], [-3.231, 0.366, 0.243]]}

***

Record 8
{"formula": "C3H11NO2", "method": "the ωB97M-V functional and the def2-TZVPD basis", "gap_ev": 10.018, "smiles": "CCO.NCO", "total_charge": 0, "spin_multiplicity": 1, "homo_ev": -9.305, "elements": ["C", "C", "O", "H", "H", "H", "H", "H", "H", "N", "C", "O", "H", "H", "H", "H", "H"], "coordinates": [[1.441, -1.847, 1.106], [1.235, -2.220, 2.525], [0.101, -3.084, 2.561], [1.669, -0.741, 0.997], [2.181, -2.381, 0.599], [0.417, -2.042, 0.488], [1.026, -1.243, 3.058], [2.233, -2.667, 3.030], [-0.137, -3.113, 3.544], [-1.392, 3.519, -2.183], [-1.399, 2.088, -1.965], [-0.697, 1.314, -2.962], [-0.865, 4.032, -2.842], [-2.341, 3.708, -2.427], [-1.127, 1.799, -0.946], [-2.474, 1.953, -2.041], [0.130, 0.924, -2.541]]}

***

Record 9
{"formula": "C3H11NO2", "method": "the ωB97M-V functional and the def2-TZVPD basis", "gap_ev": 10.172, "smiles": "NCCCO.O", "total_charge": 0, "spin_multiplicity": 1, "homo_ev": -9.515, "elements": ["N", "C", "C", "C", "O", "H", "H", "H", "H", "H", "H", "H", "H", "H", "O", "H", "H"], "coordinates": [[1.780, -0.370, 1.050], [0.742, -0.021, 0.076], [-0.325, -1.086, -0.188], [-1.722, -1.025, 0.488], [-2.161, 0.350, 0.595], [1.621, -1.296, 1.440], [1.766, 0.184, 1.901], [0.232, 0.932, 0.250], [1.265, 0.097, -0.886], [0.125, -2.075, -0.014], [-0.566, -1.084, -1.273], [-1.944, -1.474, 1.459], [-2.463, -1.405, -0.205], [-1.451, 0.869, 0.951], [1.243, 2.298, -2.115], [0.338, 2.556, -2.308], [1.520, 2.549, -1.222]]}

***

Record 10
{"formula": "C3H11NO2", "method": "the ωB97M-V functional and the def2-TZVPD basis", "gap_ev": 8.609, "smiles": "C=C(C)N.O.O", "total_charge": 0, "spin_multiplicity": 1, "homo_ev": -7.970, "elements": ["C", "C", "C", "N", "H", "H", "H", "H", "H", "H", "H", "O", "H", "H", "O", "H", "H"], "coordinates": [[-1.426, 0.895, -0.726], [-1.182, -0.323, -0.173], [-1.702, -0.603, 1.253], [-0.336, -1.238, -0.771], [-0.728, 1.460, -1.323], [-2.444, 1.184, -0.845], [-2.798, -0.531, 1.247], [-1.572, -1.591, 1.686], [-1.331, 0.082, 2.037], [0.101, -1.974, -0.240], [0.277, -0.795, -1.443], [2.681, -0.150, -0.782], [3.077, 0.563, -1.306], [2.001, 0.370, -0.300], [1.098, 1.131, 1.000], [0.251, 1.373, 0.575], [0.841, 1.009, 1.919]]}

***

Record 11
{"formula": "C3H11NO2", "method": "the ωB97M-V functional and the def2-TZVPD basis", "gap_ev": 9.702, "smiles": "C=CNC.O.O", "total_charge": 0, "spin_multiplicity": 1, "homo_ev": -8.676, "elements": ["C", "C", "N", "C", "H", "H", "H", "H", "H", "H", "H", "O", "H", "H", "O", "H", "H"], "coordinates": [[-0.314, 1.326, 3.364], [-0.152, 0.982, 2.094], [0.356, -0.267, 1.664], [-0.523, -0.968, 0.714], [-0.042, 0.657, 4.173], [-0.666, 2.309, 3.658], [-0.291, 1.671, 1.271], [0.530, -0.865, 2.463], [0.025, -1.274, -0.178], [-0.983, -1.846, 1.162], [-1.305, -0.309, 0.344], [1.706, 1.035, -0.722], [1.548, 0.616, 0.143], [2.646, 1.237, -0.743], [-1.178, -1.607, -5.460], [-0.678, -1.689, -6.280], [-1.893, -2.249, -5.600]]}

***

Record 12
{"formula": "C3H11NO2", "method": "the ωB97M-V functional and the def2-TZVPD basis", "gap_ev": 10.124, "smiles": "C=C(C)N.O.O", "total_charge": 0, "spin_multiplicity": 1, "homo_ev": -9.458, "elements": ["C", "C", "C", "N", "H", "H", "H", "H", "H", "H", "H", "O", "H", "H", "O", "H", "H"], "coordinates": [[-1.528, -0.877, -0.705], [-0.867, -0.568, 0.405], [-1.539, -0.398, 1.732], [0.478, -0.031, 0.320], [-0.970, -1.177, -1.578], [-2.602, -0.976, -0.694], [-2.594, -0.680, 1.755], [-1.049, -0.970, 2.520], [-1.550, 0.656, 2.021], [1.046, -0.471, 1.044], [0.363, 0.914, 0.687], [4.038, -1.233, -1.512], [3.156, -1.173, -1.898], [3.892, -1.111, -0.570], [-0.158, 2.771, -0.783], [0.563, 2.277, -1.196], [-0.680, 3.047, -1.547]]}

***

Record 13
{"formula": "C3H11NO2", "method": "the ωB97M-V functional and the def2-TZVPD basis", "gap_ev": 9.595, "smiles": "C=CCN.O.O", "total_charge": 0, "spin_multiplicity": 1, "homo_ev": -9.276, "elements": ["C", "C", "C", "N", "H", "H", "H", "H", "H", "H", "H", "O", "H", "H", "O", "H", "H"], "coordinates": [[1.905, 0.815, 1.285], [0.589, 0.500, 0.853], [-0.323, -0.596, 1.288], [-1.113, -1.316, 0.279], [2.094, 1.925, 1.637], [2.590, 0.069, 1.436], [-0.016, 1.276, 0.302], [0.160, -1.083, 2.150], [-1.004, 0.126, 1.780], [-1.304, -2.242, 0.647], [-0.495, -1.623, -0.561], [-3.098, 1.183, -0.989], [-3.787, 1.279, -0.348], [-2.380, 0.572, -0.679], [2.182, -0.615, -3.302], [1.845, -0.606, -2.404], [2.157, 0.335, -3.374]]}

***

Record 14
{"formula": "C3H11NO2", "method": "the ωB97M-V functional and the def2-TZVPD basis", "gap_ev": 9.195, "smiles": "CNCCO.O", "total_charge": 0, "spin_multiplicity": 1, "homo_ev": -8.326, "elements": ["C", "N", "C", "C", "O", "H", "H", "H", "H", "H", "H", "H", "H", "H", "O", "H", "H"], "coordinates": [[-0.495, -0.707, -2.269], [0.080, 0.051, -1.174], [-0.516, -0.237, 0.144], [-0.686, -1.918, 0.334], [0.561, -2.494, 0.284], [-0.109, -1.773, -2.355], [-1.607, -0.647, -2.243], [0.001, -0.333, -3.306], [1.169, -0.131, -1.106], [-1.548, 0.270, -0.010], [-0.118, 0.166, 1.219], [-1.275, -2.181, -0.558], [-1.229, -2.227, 1.280], [0.747, -3.147, 0.882], [1.343, 5.217, 2.784], [2.236, 5.246, 2.362], [1.445, 4.844, 3.731]]}

***

Record 15
{"formula": "C3H11NO2S", "method": "the ωB97M-V functional and the def2-TZVPD basis", "gap_ev": 9.649, "smiles": "OCNCCS.O", "total_charge": 0, "spin_multiplicity": 1, "homo_ev": -9.156, "elements": ["O", "C", "N", "C", "C", "S", "H", "H", "H", "H", "H", "H", "H", "H", "H", "O", "H", "H"], "coordinates": [[2.894, 0.235, -0.170], [2.147, 0.346, 1.040], [1.016, -0.556, 1.133], [-0.017, -0.385, 0.164], [-1.144, -1.403, 0.299], [-2.279, -1.376, -1.115], [2.343, -0.223, -0.787], [1.658, 1.321, 1.156], [2.883, 0.177, 1.823], [1.262, -1.500, 1.379], [0.368, -0.343, -0.878], [-0.529, 0.582, 0.289], [-1.719, -1.281, 1.216], [-0.729, -2.417, 0.323], [-2.561, -0.079, -1.172], [-1.481, 2.265, -1.510], [-2.176, 1.701, -1.153], [-1.936, 2.937, -2.036]]}

***

Record 16
{"formula": "C3H11NO2S", "method": "the ωB97M-V functional and the def2-TZVPD basis", "gap_ev": 9.866, "smiles": "N[C@@H](CO)CS.O", "total_charge": 0, "spin_multiplicity": 1, "homo_ev": -9.228, "elements": ["N", "C", "C", "O", "C", "S", "H", "H", "H", "H", "H", "H", "H", "H", "H", "O", "H", "H"], "coordinates": [[-0.359, -1.425, 0.568], [-0.988, -0.726, -0.504], [-1.476, 0.728, 0.018], [-1.955, 0.394, 1.259], [-0.180, -0.687, -1.741], [0.292, -2.172, -2.629], [-0.269, -2.345, 0.254], [0.455, -0.960, 0.834], [-1.978, -1.079, -0.749], [-0.726, 1.571, 0.153], [-2.096, 1.141, -0.637], [-1.339, -0.114, 1.682], [-0.594, -0.001, -2.547], [0.700, -0.006, -1.446], [1.611, -2.138, -2.560], [2.855, 2.503, 2.275], [2.340, 2.967, 2.965], [3.708, 2.347, 2.804]]}

***

Record 17
{"formula": "C3H11NO2S", "method": "the ωB97M-V functional and the def2-TZVPD basis", "gap_ev": [11.312, 5.292], "total_charge": 1, "spin_multiplicity": 2, "homo_ev": [-14.546, -14.085], "elements": ["C", "O", "C", "C", "S", "N", "H", "H", "H", "H", "H", "H", "H", "H", "H", "H", "H", "O"], "coordinates": [[0.382, 0.043, -1.653], [1.483, 0.719, -2.179], [0.745, -0.308, -0.205], [-0.408, -1.189, 0.347], [-0.177, -1.807, 2.014], [0.893, 0.890, 0.582], [-0.510, 0.689, -1.591], [0.101, -0.823, -2.262], [2.206, 0.241, -2.555], [1.697, -0.852, -0.236], [-0.822, -1.874, -0.402], [-1.310, -0.591, 0.621], [0.062, -0.723, 2.728], [0.739, 1.807, 0.195], [1.641, 0.809, 1.246], [-2.689, 0.539, 0.666], [-1.579, 1.382, 1.255], [-2.456, 1.049, 1.431]]}

***

Record 18
{"formula": "C3H11NO2Si", "method": "the ωB97M-V functional and the def2-TZVPD basis", "gap_ev": 9.994, "total_charge": 0, "spin_multiplicity": 1, "homo_ev": -9.735, "elements": ["C", "C", "C", "N", "O", "O", "Si", "H", "H", "H", "H", "H", "H", "H", "H", "H", "H", "H"], "coordinates": [[-0.655, 0.429, 2.657], [1.792, -0.823, -1.328], [-0.350, 1.492, -1.162], [0.048, -0.730, 1.989], [-0.821, -1.260, -2.115], [-0.711, -0.979, 0.436], [-0.049, -0.424, -0.889], [-0.178, 1.344, 2.271], [-1.680, 0.556, 2.400], [-0.452, 0.475, 3.706], [2.553, -0.239, -0.688], [2.108, -1.858, -1.331], [1.995, -0.368, -2.404], [-1.083, 2.053, -0.506], [0.579, 1.892, -1.118], [-0.835, 1.563, -2.169], [-0.546, -1.519, 2.198], [-1.717, -1.603, -1.945]]}

***

Record 19
{"formula": "C3H11NO3", "method": "the ωB97M-V functional and the def2-TZVPD basis", "gap_ev": 4.356, "total_charge": 0, "spin_multiplicity": 1, "homo_ev": -9.106, "elements": ["C", "C", "C", "N", "O", "H", "H", "H", "H", "H", "H", "H", "H", "H", "O", "H", "H", "O"], "coordinates": [[0.331, -0.764, -1.537], [1.151, 0.476, -1.035], [1.583, 0.384, 0.528], [0.541, 0.860, 1.409], [2.108, -0.827, 0.898], [-0.429, -0.531, -2.325], [1.032, -1.508, -1.932], [-0.177, -1.203, -0.675], [0.479, 1.325, -1.097], [2.083, 0.530, -1.664], [0.408, 0.318, 2.243], [-0.350, 0.839, 0.897], [-2.343, 1.432, 0.039], [-2.863, -1.132, 1.941], [-1.766, 0.663, -0.173], [2.494, 0.996, 0.475], [-2.150, -0.576, 0.613], [-2.133, -1.283, 1.394]]}

***

Record 20
{"formula": "C3H11NO3", "method": "the ωB97M-V functional and the def2-TZVPD basis", "gap_ev": 10.452, "smiles": "NCCC=O.O.O", "total_charge": 0, "spin_multiplicity": 1, "homo_ev": -9.711, "elements": ["N", "C", "C", "C", "O", "H", "H", "H", "H", "H", "H", "H", "O", "H", "H", "O", "H", "H"], "coordinates": [[2.457, -0.281, 1.494], [1.316, -1.162, 1.159], [0.279, -0.473, 0.239], [0.364, -0.951, -1.179], [0.055, -0.244, -2.114], [2.344, 0.616, 1.041], [3.336, -0.680, 1.200], [1.691, -1.970, 0.523], [0.885, -1.563, 2.067], [0.424, 0.602, 0.290], [-0.708, -0.577, 0.689], [0.767, -1.942, -1.385], [-2.108, 1.598, -1.763], [-1.521, 1.778, -2.505], [-1.714, 0.770, -1.447], [-1.861, 0.867, 1.898], [-2.262, 1.489, 1.264], [-1.084, 1.283, 2.293]]}

***

Energy relative to the best compared isomer or geometry (same formula, charge and spin) (kJ/mol)
557.4 309.4 775.6 7.0 195.8 81.8 470.1 191.2 100.6 131.7 94.0 89.0 261.9 243.4 56.4 153.1 94.2 355.4 764.2 178.2